No. 1
Molecular formula: C44H49FeN4O4SSi2
Method: DFT, ωB97M-V with the def2-TZVPD basis set

Each line ends with the Löwdin charge.
Positions of all 105 atoms, in Å:
Fe: -0.3866 0.0197 -0.2903  0.916
C: 3.5061 2.0767 -1.4411  -0.167
Si: 1.9064 2.9834 -0.9286  0.449
C: 1.8657 4.2814 -2.3207  -0.165
C: 2.3605 3.6836 0.7917  -0.169
N: 0.3714 2.1605 -0.8370  -0.094
C: -0.6904 3.0356 -0.7888  -0.321
C: -0.5589 4.4093 -0.4665  -0.080
C: -1.6131 5.2995 -0.4974  -0.091
C: -2.8827 4.8730 -0.8478  -0.102
C: -3.0758 3.5278 -1.1106  -0.051
C: -2.0151 2.6366 -1.0613  -0.200
O: -2.1643 1.2644 -1.1534  -0.056
C: -3.2611 0.6079 -1.6056  -0.211
C: -3.9619 0.9296 -2.7265  -0.012
C: -5.0696 0.1685 -3.1199  -0.058
C: -5.4248 -0.9730 -2.3640  -0.093
C: -4.6864 -1.3791 -1.3044  -0.016
C: -3.5059 -0.6062 -0.7632  -0.350
H: 4.2134 2.8623 -1.7151  0.048
H: 3.4125 1.4305 -2.3117  0.026
H: 4.0024 1.5260 -0.6368  0.027
H: 2.8141 4.8183 -2.3873  0.030
H: 1.0690 5.0170 -2.2223  0.016
H: 1.7119 3.7675 -3.2731  0.036
H: 3.3379 3.3260 1.1229  0.018
H: 1.6216 3.3680 1.5314  0.026
H: 2.3947 4.7756 0.8098  0.027
H: 0.4156 4.7736 -0.1735  0.062
H: -1.4425 6.3383 -0.2429  0.104
H: -3.7168 5.5591 -0.8937  0.098
H: -4.0707 3.1761 -1.3404  0.110
H: -3.6489 1.7795 -3.3192  0.131
H: -5.6158 0.4276 -4.0151  0.105
H: -6.2815 -1.5595 -2.6727  0.111
H: -4.9512 -2.2838 -0.7736  0.116
H: -2.0506 -1.7816 0.1745  0.075
O: 1.9795 -0.2178 -0.2748  -0.104
C: 2.6308 -1.4869 -0.3879  -0.278
C: 1.4678 -2.5740 -0.2978  -0.585
O: 1.7612 -3.7278 -0.5646  0.062
O: 0.3536 -2.0930 0.0535  -0.112
C: 3.5557 -1.6896 0.8074  -0.117
C: 4.0112 -2.9539 1.1842  -0.031
C: 4.8482 -3.1041 2.2796  -0.068
C: 5.2307 -2.0036 3.0323  -0.095
C: 4.7563 -0.7484 2.6887  -0.085
C: 3.9269 -0.5942 1.5868  -0.038
C: 3.2781 -1.6673 -1.7521  -0.118
C: 2.7106 -1.0411 -2.8630  -0.086
C: 3.2325 -1.2319 -4.1326  -0.064
C: 4.3318 -2.0549 -4.3158  -0.086
C: 4.9104 -2.6707 -3.2182  -0.069
C: 4.3872 -2.4833 -1.9479  -0.004
H: 2.4888 0.4438 -0.7557  0.014
H: 3.6793 -3.8213 0.6321  0.112
H: 5.1957 -4.0926 2.5520  0.105
H: 5.8937 -2.1240 3.8798  0.099
H: 5.0313 0.1224 3.2721  0.102
H: 3.5626 0.3923 1.3337  0.096
H: 1.8444 -0.4066 -2.7382  0.078
H: 2.7668 -0.7416 -4.9786  0.108
H: 4.7342 -2.2121 -5.3081  0.101
H: 5.7762 -3.3073 -3.3485  0.104
H: 4.8493 -2.9751 -1.1057  0.105
C: -0.9650 -3.9580 -1.3706  -0.147
Si: -1.5768 -2.3315 -2.0850  0.525
C: -0.1495 -1.3314 -2.8292  -0.142
C: -2.7592 -2.6572 -3.5204  -0.163
N: -2.2139 -1.3673 -0.7359  -0.041
C: -3.8836 -0.2744 0.6952  -0.144
C: -4.1397 -1.3365 1.5675  -0.053
C: -4.5946 -1.1087 2.8561  -0.079
C: -4.7704 0.1897 3.3160  -0.093
C: -4.4835 1.2492 2.4707  -0.057
C: -4.0589 1.0201 1.1675  0.001
H: -0.6604 -4.6322 -2.1733  0.045
H: -1.7187 -4.4725 -0.7711  0.038
H: -0.0908 -3.7758 -0.7412  -0.007
H: -0.1032 -1.4109 -3.9159  0.062
H: 0.7930 -1.7066 -2.4330  0.006
H: -0.2378 -0.2610 -2.5859  0.033
H: -2.2057 -3.1478 -4.3246  0.038
H: -3.1693 -1.7307 -3.9223  0.019
H: -3.5937 -3.3019 -3.2465  0.030
H: -4.0089 -2.3590 1.2332  0.122
H: -4.8195 -1.9503 3.4987  0.114
H: -5.1383 0.3727 4.3170  0.112
H: -4.5950 2.2676 2.8203  0.116
H: -3.8731 1.8752 0.5353  0.100
N: 1.2848 -0.0532 6.8643  0.088
C: 0.0568 0.2173 6.3982  -0.821
S: -1.1465 0.7100 7.4119  0.676
C: -0.1527 0.1001 4.9333  -0.220
C: 0.9054 0.1492 4.0269  0.010
C: 0.6404 0.0995 2.6714  -0.097
N: -0.5949 0.0185 2.1765  0.072
C: -1.6085 -0.0591 3.0379  -0.091
C: -1.4360 -0.0274 4.4081  -0.009
H: 1.4441 0.0170 7.8544  0.097
H: 2.0114 -0.4345 6.2829  0.098
H: 1.9322 0.2607 4.3484  0.107
H: 1.4438 0.1176 1.9466  0.083
H: -2.5984 -0.1449 2.6109  0.043
H: -2.2891 -0.0865 5.0670  0.083

Force components x, y, z for each atom (eV/Å):
1.017 0.391 0.258
-0.311 -0.278 0.207
0.421 0.443 -0.047
-0.157 -0.025 0.247
-0.006 0.031 -0.243
-0.307 -1.411 0.266
-0.012 0.545 -0.023
-0.122 -0.198 0.116
-0.052 0.118 -0.015
0.017 0.069 0.035
-0.055 -0.359 -0.050
0.058 0.760 0.060
0.580 -0.340 0.020
-0.322 -0.052 0.011
0.274 0.292 0.083
-0.088 -0.147 0.071
0.036 -0.055 -0.011
0.015 -0.058 -0.203
-0.090 -0.289 0.174
-0.136 0.129 0.019
0.054 -0.074 -0.109
0.015 -0.094 -0.033
0.048 -0.035 0.047
0.078 -0.016 -0.089
0.043 -0.069 0.002
0.033 -0.011 -0.032
-0.044 0.003 -0.018
0.027 0.008 0.013
-0.191 0.074 0.064
0.031 -0.003 -0.009
0.002 -0.001 0.008
-0.056 -0.107 -0.044
0.008 0.054 0.051
-0.023 0.029 0.030
0.027 -0.026 0.020
0.001 -0.022 0.001
-0.156 -0.398 -0.041
-0.170 -0.240 -0.131
-0.515 -0.688 0.120
1.270 1.125 0.243
0.260 -0.052 0.241
-0.638 1.222 0.600
0.025 0.135 0.113
-0.036 0.043 0.030
-0.015 0.003 0.010
0.044 -0.010 0.054
-0.006 0.051 -0.012
0.058 -0.072 -0.127
0.223 0.321 -0.095
0.600 0.325 0.057
-0.018 -0.008 0.000
-0.011 0.016 -0.081
0.035 -0.071 0.029
-0.060 0.060 0.018
0.059 0.096 -0.079
0.022 -0.008 -0.037
-0.004 -0.003 -0.008
-0.022 -0.010 0.013
0.036 -0.013 -0.004
0.035 0.023 0.003
0.667 0.222 -0.085
0.024 0.015 -0.011
0.024 0.003 0.006
-0.006 -0.009 0.004
0.037 -0.010 -0.014
-0.322 0.135 -0.343
0.595 -1.185 -0.668
-0.745 -0.458 0.437
-0.166 0.264 0.402
-0.236 0.587 0.413
-0.095 -0.007 -0.042
-0.219 -0.021 -0.148
-0.225 -0.082 0.026
-0.219 0.000 -0.050
-0.151 0.042 0.034
-0.102 0.042 -0.110
-0.076 -0.072 -0.100
-0.194 0.019 -0.055
-1.008 -0.737 -0.549
-0.033 0.048 -0.024
-0.737 -0.147 -0.154
0.089 0.061 -0.191
0.148 -0.010 0.110
-0.046 0.037 -0.068
-0.022 -0.027 0.004
0.017 -0.012 0.002
0.045 0.006 0.017
0.050 -0.007 0.022
-0.010 0.000 -0.017
0.023 -0.014 -0.034
0.083 -0.104 -0.257
-0.172 0.155 0.553
0.015 -0.027 -0.036
-0.002 -0.045 -0.474
-0.034 0.023 0.146
0.084 -0.005 -0.030
0.296 0.003 -0.822
-0.054 0.064 -0.103
0.201 -0.014 0.106
-0.018 0.020 0.013
-0.037 -0.039 -0.003
0.023 0.004 -0.047
-0.032 0.056 0.072
0.721 0.074 0.253
-0.008 0.026 0.023

As for the total charge: 0. Its spin multiplicity is 6. For the HOMO-LUMO gap (spin up / spin down), the calculation gives 0.237 / 0.228 Eh. Its expectation value of S² is 8.797.

***

No. 2
Molecular formula: C44H49N8P2PdS2Te
Method: DFT, ωB97M-V with the def2-TZVPD basis set

Each line ends with the Löwdin charge.
Positions of all 107 atoms, in Å:
Pd: -0.0032 -0.1149 0.1079  0.583
Te: -4.1971 0.7811 -2.2503  1.704
C: -5.2510 2.5647 -1.9457  -0.519
C: -6.5810 2.4879 -1.5697  -0.105
C: -7.2522 3.6952 -1.3846  -0.097
N: -6.6748 4.8836 -1.5624  0.105
C: -5.3951 4.9235 -1.9426  -0.100
C: -4.6258 3.7837 -2.1486  -0.108
C: -2.5322 1.3240 -1.0860  -0.802
P: -0.9666 1.2651 -1.9146  0.913
C: -1.3072 1.7860 -3.6255  -0.415
C: -1.6971 0.7824 -4.5233  -0.165
C: -2.1164 1.1156 -5.8077  -0.055
C: -2.1355 2.4475 -6.1989  -0.034
C: -1.7344 3.4455 -5.3137  -0.036
C: -1.3209 3.1226 -4.0283  -0.089
C: 0.0369 2.6358 -1.2348  -0.393
C: -0.2286 3.2769 -0.0248  -0.106
C: 0.5683 4.3367 0.3906  -0.059
C: 1.6321 4.7630 -0.3944  -0.047
C: 1.9101 4.1156 -1.5901  -0.054
C: 1.1241 3.0509 -2.0037  -0.121
P: -2.3306 0.4591 0.5128  0.821
C: -3.4786 1.2665 1.6428  -0.370
C: -3.8924 2.5744 1.3678  -0.097
C: -4.7925 3.2097 2.2122  -0.047
C: -5.2681 2.5527 3.3382  -0.038
C: -4.8457 1.2576 3.6254  -0.046
C: -3.9471 0.6141 2.7893  -0.111
C: -2.9960 -1.1909 0.1244  -0.488
C: -4.3480 -1.5229 0.2365  -0.131
C: -4.7828 -2.7839 -0.1650  -0.047
C: -3.8747 -3.7093 -0.6629  -0.037
C: -2.5227 -3.3881 -0.7612  -0.040
C: -2.0869 -2.1313 -0.3747  -0.161
H: -7.0943 1.5457 -1.4156  0.106
H: -8.2948 3.6990 -1.0868  0.126
H: -4.9647 5.9078 -2.0925  0.124
H: -3.5889 3.8602 -2.4530  0.091
H: -1.6459 -0.2614 -4.2248  0.099
H: -2.4129 0.3393 -6.5031  0.122
H: -2.4586 2.7117 -7.1991  0.125
H: -1.7448 4.4821 -5.6291  0.124
H: -1.0140 3.9058 -3.3451  0.113
H: -1.0771 2.9937 0.5829  0.071
H: 0.3353 4.8517 1.3147  0.116
H: 2.2327 5.6080 -0.0831  0.121
H: 2.7388 4.4437 -2.2059  0.123
H: 1.3519 2.5463 -2.9364  0.116
H: -3.5140 3.0930 0.4938  0.085
H: -5.1206 4.2183 1.9905  0.120
H: -5.9670 3.0513 3.9989  0.123
H: -5.2220 0.7487 4.5046  0.119
H: -3.6263 -0.3968 3.0049  0.073
H: -5.0531 -0.8153 0.6602  0.107
H: -5.8307 -3.0453 -0.0791  0.122
H: -4.2195 -4.6906 -0.9678  0.124
H: -1.8142 -4.1186 -1.1328  0.121
H: -1.0201 -1.8702 -0.4186  0.048
C: 3.4464 1.0208 -0.2526  -0.056
N: 3.6359 0.0201 -1.2858  -0.142
C: 4.9337 -0.6494 -1.2514  -0.031
C: 2.6248 -0.4478 -2.0772  -0.422
N: 1.3858 -0.5537 -1.6439  0.042
N: 2.9664 -0.8424 -3.3295  -0.140
C: 2.0121 -1.5877 -4.1364  -0.039
C: 4.0873 -0.2571 -4.0729  -0.027
H: 4.0698 1.8941 -0.4566  0.103
H: 3.7422 0.6265 0.7243  0.070
H: 2.4123 1.3346 -0.2095  0.044
H: 5.0978 -1.0646 -0.2535  0.084
H: 5.7517 0.0416 -1.4628  0.102
H: 4.9663 -1.4649 -1.9658  0.093
H: 0.7790 -0.9095 -2.3640  0.003
H: 1.5816 -2.4119 -3.5676  0.098
H: 2.5339 -2.0129 -4.9893  0.102
H: 1.2109 -0.9434 -4.5196  0.088
H: 4.5728 0.5167 -3.4918  0.086
H: 3.7088 0.1933 -4.9920  0.099
H: 4.8195 -1.0170 -4.3447  0.102
C: 4.8311 -4.1038 1.7503  -0.089
C: 3.2993 -4.0714 1.7725  -0.227
C: 2.7495 -2.6819 1.8296  -0.569
N: 1.9226 -2.1678 0.9940  0.036
N: 1.6169 -0.8527 1.2866  -0.184
C: 2.2107 -0.3913 2.3533  -0.768
N: 2.0154 0.8615 2.8219  0.133
S: 3.2395 -1.5526 3.0877  1.145
H: 5.1831 -5.1282 1.6396  0.088
H: 5.2538 -3.7095 2.6763  0.071
H: 5.2218 -3.5193 0.9159  0.072
H: 2.9348 -4.6312 2.6356  0.118
H: 2.8877 -4.5375 0.8795  0.119
H: 1.5193 1.5094 2.2330  0.090
H: 2.6184 1.2376 3.5324  0.116
S: -1.1236 -1.3842 2.6141  0.777
C: -1.0044 -1.0718 4.3077  -0.649
N: -1.1448 -2.1298 5.1426  0.073
C: -1.0909 -2.0503 6.4951  -0.021
C: -0.8752 -0.8500 7.0960  -0.018
C: -0.7240 0.2784 6.2799  -0.003
C: -0.7934 0.1729 4.9083  -0.071
H: -1.3004 -3.0329 4.7137  0.155
H: -1.2288 -2.9736 7.0392  0.148
H: -0.8285 -0.7815 8.1726  0.130
H: -0.5527 1.2454 6.7372  0.131
H: -0.6973 1.0388 4.2707  0.108

Force components x, y, z for each atom (eV/Å):
0.947 0.193 0.298
0.002 0.109 0.137
0.099 -0.247 -0.107
-0.118 0.071 -0.019
0.168 0.196 -0.047
0.114 -0.220 -0.020
-0.209 -0.082 0.055
-0.010 0.185 0.095
0.164 -0.510 0.016
-0.139 1.304 -0.218
-0.178 -0.342 -0.039
0.054 0.082 -0.058
0.012 -0.012 0.032
-0.013 0.011 0.011
0.004 -0.008 0.013
-0.075 -0.009 -0.040
0.044 -0.035 -0.065
-0.017 0.056 -0.044
0.004 -0.021 0.017
-0.010 0.014 0.040
0.059 -0.034 -0.041
0.119 -0.109 0.021
-0.324 -0.494 -0.259
0.155 0.191 0.116
0.017 -0.076 0.045
0.029 0.026 -0.026
0.001 -0.011 0.039
0.029 0.014 -0.016
-0.075 0.051 -0.076
-0.045 0.012 0.041
0.012 -0.043 -0.007
0.015 0.056 0.001
-0.015 -0.016 -0.013
-0.011 0.027 -0.024
-0.128 0.038 0.044
0.004 0.057 -0.022
0.036 0.030 0.001
-0.040 -0.017 0.014
-0.031 0.010 0.005
-0.022 0.012 -0.013
0.024 0.039 0.049
0.038 -0.014 0.067
0.001 -0.055 0.017
-0.014 -0.019 -0.040
-0.084 -0.025 0.021
0.012 -0.018 -0.023
-0.007 -0.033 0.007
-0.043 -0.010 0.017
0.003 0.042 -0.007
-0.054 -0.007 0.004
0.024 -0.045 0.013
0.022 -0.033 -0.042
0.008 0.020 -0.050
-0.038 0.025 -0.003
0.009 -0.024 -0.005
0.054 0.011 0.006
0.027 0.064 0.024
-0.038 0.031 0.025
-0.380 -0.479 -0.172
0.210 -0.144 -0.013
-0.002 0.069 -0.041
-0.029 0.094 -0.017
0.129 -0.083 0.254
-0.252 0.234 0.375
0.044 -0.146 -0.058
0.092 0.027 0.026
-0.162 -0.050 -0.019
0.021 0.017 -0.053
0.018 0.037 -0.152
-0.189 0.075 -0.032
-0.033 0.004 0.039
-0.016 0.026 -0.039
-0.015 -0.014 -0.016
-0.083 0.109 -0.228
-0.003 0.001 0.015
0.023 -0.013 -0.010
-0.001 -0.008 -0.007
0.009 0.042 0.063
-0.022 -0.001 0.006
0.019 -0.022 0.029
-0.064 0.032 -0.017
0.094 0.080 0.018
0.069 0.151 0.092
-0.034 0.226 0.074
0.134 -0.459 0.086
-0.117 -0.019 -0.138
-0.090 -0.159 0.151
0.111 -0.099 0.081
-0.024 0.026 0.014
0.007 0.002 -0.029
0.005 -0.020 0.021
-0.048 -0.028 0.006
-0.053 -0.008 -0.032
0.023 0.092 -0.061
0.033 0.031 -0.033
-0.077 -0.252 -0.010
0.093 0.169 -0.087
0.031 0.038 0.058
-0.047 -0.142 -0.106
0.037 0.153 0.079
0.005 0.038 -0.028
-0.026 0.095 0.031
-0.008 -0.085 0.003
0.001 -0.029 -0.058
-0.001 -0.011 -0.018
-0.028 -0.016 -0.030
0.026 0.008 0.012

As for the total charge: +3. Its spin multiplicity is 5. For the HOMO-LUMO gap (spin up / spin down), the calculation gives 0.284 / 0.186 Eh. Its expectation value of S² is 6.025.